No. 1
DFT (ωB97M-V/def2-TZVPD) results for a molecular structure, C7H22FO4S3Zr at a distorted geometry.

Results
LUMO level: -12.16 eV
HOMO energy: -17.420 eV
Total charge: +3
Molecular weight: 376.7 g mol⁻¹
Energy: -52281.79578 eV
Multiplicity: 1

```
38
Properties=species:S:1:pos:R:3:lowdin_charge:R:1
Zr 24.75324 -18.72330 17.30761 2.15
F 25.90688 -18.49979 15.69047 -0.41
C 28.69454 -18.19514 13.07325 -0.13
O 27.37656 -17.63500 13.20392 -0.14
H 28.62747 -19.21914 12.70305 0.08
H 29.24781 -17.59819 12.35466 0.09
H 29.22929 -18.11155 14.02174 0.08
H 26.98616 -18.04498 13.97565 -0.01
C 27.27138 -22.16148 18.11947 -0.20
S 26.19388 -22.00016 16.71385 1.06
O 25.31431 -20.71191 16.95018 -0.73
C 27.34821 -21.52415 15.44176 -0.21
H 28.18926 -22.62627 17.75246 0.09
H 26.83370 -22.79455 18.88832 0.08
H 27.53377 -21.19316 18.54790 0.08
H 27.95427 -22.39049 15.17282 0.10
H 27.98880 -20.70812 15.77291 0.08
H 26.73937 -21.22880 14.58902 0.07
C 23.38842 -19.54602 13.30725 -0.20
S 22.63889 -20.20583 14.77687 1.04
O 23.28047 -19.42434 15.96633 -0.71
C 21.02383 -19.48131 14.60366 -0.20
H 23.03231 -18.54976 13.05502 0.08
H 23.13918 -20.23616 12.49486 0.10
H 24.47561 -19.58368 13.38091 0.06
H 21.12856 -18.39483 14.65376 0.07
H 20.37336 -19.79333 15.41729 0.08
H 20.61620 -19.72448 13.62182 0.10
C 23.93995 -15.20653 14.72374 -0.19
S 22.99924 -15.82370 16.11142 1.05
O 23.96238 -16.95051 16.65544 -0.73
C 23.25361 -14.47713 17.23487 -0.21
H 24.06353 -15.98482 13.97166 0.07
H 24.91993 -14.91465 15.10018 0.09
H 23.42329 -14.36375 14.26278 0.10
H 22.92337 -13.54214 16.77138 0.10
H 24.30894 -14.32997 17.46327 0.09
H 22.62792 -14.62731 18.11300 0.08
```

No. 2
DFT (ωB97M-V/def2-TZVPD) results for 2 unconnected molecules or ions with the total composition C2OS at a distorted geometry.

Results
ΔE to the lowest compared entry with this formula, charge and spin: 0.000 eV
LUMO level: -0.11 eV
HOMO energy: -11.277 eV
Molecular weight: 72.1 g mol⁻¹
Energy: -14954.05157 eV
Multiplicity: 1

```
4
Properties=species:S:1:pos:R:3:lowdin_charge:R:1
C 0.93906 1.52049 -0.77823 -0.01
C -1.42057 -0.60879 0.73192 -0.62
O 1.05783 0.64809 -1.49763 -0.01
S -0.57632 -1.55979 1.54393 0.63
```

No. 3
DFT (ωB97M-V/def2-TZVPD) results for 2 unconnected molecules or ions with the total composition C27H47BrCl3N2O6P2 at a distorted geometry.

Results
LUMO level: -4.67 eV
HOMO energy: -10.729 eV
Total charge: +1
Molecular weight: 743.9 g mol⁻¹
Energy: -170204.78577 eV
Multiplicity: 1

```
88
Properties=species:S:1:pos:R:3:lowdin_charge:R:1
C 9.47056 -3.37622 -0.05210 -0.12
O 8.09674 -2.99955 0.08433 -0.22
C 7.93866 -1.85367 0.92740 -0.24
C 6.83159 -0.84346 0.39119 -0.18
C 6.90932 -0.80171 -1.18423 -0.19
C 6.16565 0.42840 -1.84726 -0.20
C 4.96050 1.01080 -1.01139 -0.20
C 3.67136 0.07886 -1.15381 -0.19
C 2.36435 0.94689 -1.44755 -0.21
C 1.62349 1.19642 -0.05683 -0.20
C 0.36611 2.13810 -0.39232 -0.19
C -0.80461 1.23633 -0.99921 -0.20
C -2.03656 1.06426 -0.02666 -0.16
C -3.42082 1.60478 -0.65918 -0.11
C -4.53045 0.63531 -0.18891 -0.08
C -5.31756 1.06219 1.00560 -0.16
N -4.94964 2.31669 1.63568 0.07
C -6.41649 0.21916 1.50064 -0.18
P -7.44511 0.76272 2.96052 0.75
O -7.02795 2.06985 3.57163 -0.44
C -6.67293 -1.08607 0.78807 -0.30
P -7.99691 -2.34118 1.24478 0.62
O -8.43970 -2.17049 2.86111 -0.40
Br -9.78042 -1.71009 -0.03279 0.29
C -5.83886 -1.41122 -0.38137 -0.19
C -6.13449 -2.76233 -1.10486 -0.67
Cl -5.30339 -4.21906 -0.45902 0.68
C -6.99078 -2.90040 -2.15505 -0.68
C -7.23477 -4.32157 -2.76548 -0.11
Cl -7.86293 -1.52541 -2.86394 0.63
N -4.82734 -0.55966 -0.83620 0.02
C -3.97536 -0.88341 -2.00363 -0.11
C -4.35268 -0.10304 -3.33771 -0.65
C -4.51164 -1.05275 -4.59692 -0.11
Cl -5.81507 0.96836 -3.21339 0.61
H 9.90136 -2.91980 -0.99528 0.09
H 9.54473 -4.49537 -0.17675 0.09
H 10.11579 -3.05994 0.81323 0.09
H 8.90236 -1.28172 1.05976 0.12
H 7.60915 -2.20570 1.95185 0.12
H 7.10705 0.15941 0.83631 0.12
H 5.79431 -1.11550 0.71813 0.10
H 6.59687 -1.79282 -1.61670 0.12
H 8.00347 -0.69941 -1.45345 0.11
H 6.87397 1.25722 -2.13799 0.11
H 5.73072 0.05797 -2.82177 0.10
H 5.20893 1.25743 0.05232 0.09
H 4.68452 1.99380 -1.50013 0.10
H 3.46041 -0.48665 -0.19734 0.09
H 3.80130 -0.65278 -1.99635 0.11
H 1.69575 0.41687 -2.17974 0.10
H 2.61645 1.94446 -1.91593 0.11
H 1.19393 0.20886 0.27751 0.11
H 2.30199 1.65584 0.70441 0.11
H 0.73258 2.84924 -1.18385 0.10
H 0.01196 2.71348 0.50077 0.10
H -0.33021 0.23553 -1.22915 0.10
H -1.10129 1.68849 -1.98609 0.11
H -1.84152 1.61143 0.92933 0.11
H -2.22027 -0.01996 0.23872 0.11
H -3.55766 2.65658 -0.31702 0.12
H -3.26430 1.62932 -1.76500 0.08
H -5.69115 3.00665 1.50316 0.11
H -4.78642 2.16491 2.63560 0.09
H -7.42279 -0.24742 3.97310 0.04
H -8.81305 0.82884 2.51967 0.04
H -9.28289 -1.66227 2.84331 0.03
H -6.32977 -4.78238 -3.22770 0.09
H -7.65662 -4.95318 -1.92912 0.09
H -8.08922 -4.20625 -3.49309 0.08
H -4.00191 -1.98336 -2.25616 0.13
H -2.88534 -0.66629 -1.81119 0.13
H -3.48927 0.57850 -3.58808 0.10
H -3.46572 -1.39561 -4.85536 0.10
H -4.86618 -0.45432 -5.47657 0.09
H -5.16608 -1.93859 -4.40398 0.07
C 4.22086 0.65553 3.20062 -0.05
O 4.74503 1.95973 2.95807 -0.01
C 5.13857 2.60789 4.06388 -0.61
O 5.08142 2.18394 5.18848 0.13
O 5.60497 3.80647 3.69702 0.00
C 6.06382 4.61374 4.78216 -0.04
H 3.93652 0.22743 2.23954 0.07
H 4.97822 0.01428 3.65338 0.10
H 3.33279 0.70786 3.83225 0.10
H 6.89389 4.12981 5.29795 0.10
H 5.24968 4.82428 5.47660 0.10
H 6.41642 5.55564 4.36546 0.09
```

No. 4
DFT (ωB97M-V/def2-TZVPD) results for a single C7H9N5 molecule at a distorted geometry.

Results
ΔE to the lowest compared entry with this formula, charge and spin: 1.922 eV
LUMO level: 0.73 eV
HOMO energy: -7.131 eV
Molecular weight: 163.2 g mol⁻¹
Energy: -14853.58962 eV
Multiplicity: 1

```
21
Properties=species:S:1:pos:R:3:lowdin_charge:R:1
C 0.15845 3.17860 0.37580 -0.04
C 0.19214 1.68770 0.14730 -0.27
C 0.82326 0.78566 0.98460 0.00
C 0.80518 -0.58341 0.83542 -0.33
N 1.44527 -1.31318 1.63155 0.00
N 1.35468 -2.67487 1.60668 -0.01
N -0.09647 -1.00650 -0.20804 0.02
N -0.48054 -2.28578 -0.49093 0.07
C -1.23427 -2.17895 -1.59703 -0.13
C -1.34561 -0.84221 -2.04542 -0.03
C -0.68470 -0.10460 -1.13702 -0.24
N -0.54395 1.24021 -0.94795 0.12
H 0.77478 3.51052 1.25479 0.09
H 0.59012 3.69082 -0.49280 0.08
H -0.88981 3.48665 0.62469 0.09
H 1.39104 1.14131 1.81308 0.11
H 1.89548 -2.94370 2.43740 0.08
H 0.43293 -3.09817 1.55786 0.06
H -1.66264 -3.03598 -2.05362 0.09
H -1.71086 -0.52395 -2.97773 0.09
H -1.21449 1.86984 -1.31864 0.14
```